The following is a quantum chemistry calculation of a cluster of 6 separate species, C6H25O6 in total, from the OMol25 dataset.

The geometry in XYZ format:
```
37
Properties=species:S:1:pos:R:3:nbo_charge:R:1
O -0.286 0.405 -0.843 -0.813
H -0.390 -0.382 -1.439 0.567
H -0.964 0.454 -0.110 0.566
H 0.616 0.327 -0.426 0.562
O -2.702 -0.939 -2.103 -0.967
H -2.812 -1.569 -2.823 0.479
H -3.549 -0.484 -2.050 0.493
O -0.712 2.937 0.231 -0.962
H -0.066 3.462 0.715 0.482
H -1.532 3.437 0.313 0.484
O 0.221 -1.729 -2.497 -0.948
H -0.633 -1.981 -2.863 0.484
H 0.667 -2.562 -2.309 0.499
C 3.085 1.557 1.220 -0.634
C 2.676 1.508 -0.256 0.087
C 3.788 1.985 -1.158 -0.645
O 2.320 0.148 -0.610 -0.776
H 3.481 2.536 1.479 0.226
H 3.874 0.819 1.391 0.214
H 2.257 1.246 1.859 0.214
H 1.784 2.121 -0.404 0.176
H 3.555 1.798 -2.208 0.227
H 4.726 1.487 -0.901 0.212
H 3.934 3.064 -1.091 0.234
H 3.130 -0.330 -0.815 0.500
C -3.441 -1.329 1.307 -0.641
C -2.023 -1.425 1.839 0.088
C -1.277 -2.611 1.256 -0.628
O -1.285 -0.240 1.490 -0.758
H -3.950 -0.438 1.701 0.208
H -4.096 -2.142 1.622 0.232
H -3.441 -1.260 0.218 0.212
H -2.097 -1.569 2.921 0.182
H -0.474 -2.942 1.919 0.225
H -0.796 -2.350 0.309 0.200
H -1.922 -3.473 1.089 0.228
H -1.668 0.466 2.027 0.491
```

Total energy = -694.80268 Ha
ΔE to the lowest compared entry with this formula, charge and spin = 0.0 kJ/mol
Multiplicity = 1
HOMO = -0.5100 hartree
Kohn-Sham gap = 11.26 eV
Total charge = +1
Strongest force on any atom = 1.3 eV/Å